[1]
C5H8N2 | ωB97M-V with the def2-TZVPD basis set

Geometry (Å):
C 1.83403 -0.12719 1.49462
C -2.12235 1.83640 -0.29274
C -0.54849 -0.05260 -0.20445
C 2.29765 0.57638 0.33720
C -0.70968 -1.46150 0.31076
N 1.44646 -0.62752 2.44262
N -1.45343 0.73780 -0.23274
H -2.48038 2.23067 -1.22123
H -1.91435 2.46992 0.57265
H 2.93996 1.50712 0.56225
H 1.57580 0.82362 -0.38871
H 3.14122 0.06768 -0.18135
H -1.67454 -1.90092 -0.08210
H -0.63480 -1.22135 1.37630
H 0.09544 -2.23971 -0.01781

Atoms 1-2, force components in eV/Å:
0.285 0.667 -0.340
-1.203 4.510 0.714

As for the energy relative to the best compared isomer or geometry (same formula, charge and spin): 40.4 kcal per mole. The multiplicity is 3.

Taken from the Löwdin analysis, the atomic charges in e are: -0.309 -0.056 -0.142 -0.098 -0.103 0.156 -0.026 0.046 0.063 0.117 0.025 0.094 0.088 0.046 0.100

***

[2]
C31H41Cl8F3O3 | ωB97M-V with the def2-TZVPD basis set

Geometry (Å):
F 4.76327 -2.45788 -1.74580
C 4.77070 -1.97320 -0.46344
C 3.75492 -2.32606 0.40274
C 3.73533 -1.81690 1.70281
C 4.72732 -0.87784 2.07409
C 5.76218 -0.54694 1.16556
C 5.82044 -1.10006 -0.11766
H 2.98203 -2.99306 0.05040
H 2.90676 -1.92321 2.38732
H 4.68482 -0.38899 3.03618
H 6.53651 0.12903 1.49707
H 6.53335 -0.80326 -0.87268
F -3.20238 2.87312 -6.80515
C -2.79649 2.42993 -5.60505
C -1.83310 1.44390 -5.55516
C -1.20403 1.11119 -4.35965
C -1.55425 1.75376 -3.17649
C -2.53057 2.77603 -3.24252
C -3.13582 3.11350 -4.43800
H -1.44006 1.05351 -6.48227
H -0.48504 0.30531 -4.35901
H -1.12750 1.42736 -2.23961
H -2.76431 3.34762 -2.35649
H -3.85659 3.90616 -4.57438
F -0.33621 7.05976 1.40441
C -0.28901 6.44774 0.22763
C -0.48942 7.08392 -0.99691
C -0.40882 6.33685 -2.18780
C -0.15438 4.96123 -2.14823
C 0.12573 4.35867 -0.96025
C 0.05883 5.10074 0.17010
H -0.74066 8.13294 -1.05023
H -0.57592 6.84657 -3.12517
H -0.12200 4.40524 -3.07355
H 0.38740 3.31290 -0.89493
H 0.24498 4.63275 1.12547
C 4.04941 1.02569 -2.79801
Cl 3.75595 -0.21578 -4.01639
Cl 2.49772 1.44035 -2.07072
H 4.66162 0.60238 -2.00170
H 4.58634 1.88610 -3.19737
C -4.77414 -3.11142 -2.47146
Cl -3.40751 -1.95425 -3.04481
Cl -4.48763 -3.56785 -0.74508
H -5.72097 -2.58032 -2.56918
H -4.80743 -4.00331 -3.09717
C -2.72738 2.58271 1.58614
Cl -2.56413 4.22278 2.12330
Cl -4.36715 2.06653 1.81203
H -2.58315 2.55825 0.50600
H -1.95617 2.01474 2.10648
C 2.15635 1.88758 1.55335
Cl 3.36474 2.94495 2.26847
Cl 1.24460 1.04204 2.83624
H 1.50787 2.50793 0.93470
H 2.56431 1.13701 0.87637
C 0.23205 -6.89597 2.06240
C -0.22675 -5.68494 1.34068
O 0.62223 -4.97841 0.79754
C -1.68120 -5.32835 1.28471
H 0.09861 -6.70565 3.12733
H 1.27933 -7.10711 1.84624
H -0.43007 -7.69755 1.73504
H -2.09036 -5.47446 0.28504
H -1.78245 -4.29436 1.61441
H -2.22142 -5.94586 2.00231
C 0.51796 -1.21725 -0.68857
C -0.66417 -0.50120 -0.10522
O -0.73732 0.71558 -0.02176
C -1.78686 -1.35959 0.39888
H 0.19891 -1.37121 -1.71939
H 0.74552 -2.15667 -0.18477
H 1.34912 -0.51208 -0.68724
H -2.63068 -0.84568 0.85926
H -1.53304 -2.16196 1.09160
H -2.16139 -1.97800 -0.41683
C -0.67489 -1.69002 3.77954
C -0.49383 -2.29852 5.11288
O 0.38005 -3.11166 5.32679
C -1.33643 -1.69697 6.22300
H -1.60115 -2.06122 3.34095
H 0.11719 -2.11915 3.16590
H -0.68464 -0.60324 3.86265
H -1.10424 -2.12718 7.19723
H -2.39610 -1.75995 5.97556
H -1.04523 -0.65984 6.38934

Atoms 1-2, force components in eV/Å:
-0.130 0.188 0.859
0.900 0.445 -0.394

The multiplicity is 2. The value obtained for the calculated total energy is -5412.32290 Ha. As for the total charge: +1.

Taken from the Löwdin analysis, the atomic charges in e are: 0.020 -0.266 -0.024 -0.063 -0.086 -0.076 -0.022 0.108 0.095 0.097 0.102 0.115 0.079 -0.272 -0.004 -0.076 -0.088 -0.092 -0.014 0.124 0.107 0.070 0.095 0.119 0.184 -0.181 0.069 0.047 0.029 -0.024 0.030 0.138 0.135 0.132 0.094 0.123 -0.989 0.539 0.553 0.003 0.042 -0.862 0.423 0.499 0.028 0.031 -1.097 0.574 0.567 0.004 0.021 -1.036 0.537 0.553 -0.018 -0.005 -0.018 -0.497 0.030 -0.018 0.097 0.092 0.090 0.081 0.061 0.084 -0.002 -0.472 -0.007 -0.027 0.100 0.079 0.024 0.087 0.049 0.022 -0.057 -0.508 0.077 -0.019 0.080 0.080 0.047 0.084 0.086 0.083

***

[3]
C4H7O2 | ωB97M-V with the def2-TZVPD basis set

Geometry (Å):
O -1.14542 -1.86608 -1.88126
C -0.94982 -0.61658 -1.76767
C 0.01870 0.04377 -1.01019
C 0.39387 -0.48646 0.33465
C 0.32082 0.43985 1.56213
O 0.44740 1.81318 1.15230
H -1.59299 -0.05530 -2.47214
H 0.11099 1.77955 0.23631
H 0.82424 0.60360 -1.46796
H -0.10301 -1.41673 0.65679
H 1.45166 -0.80162 0.17941
H -0.68225 0.41216 2.03901
H 0.90581 0.15066 2.43861

Atoms 1-2, force components in eV/Å:
-0.451 0.848 1.238
0.155 -1.591 -1.770

As for the SMILES: [O-]/C=C\CCO. As for the energy relative to the best compared isomer or geometry (same formula, charge and spin): 67.6 kcal per mole. As for the total charge: -1.

Taken from the Löwdin analysis, the atomic charges in e are: -0.160 -0.425 -0.228 -0.273 -0.296 -0.148 0.065 0.031 0.061 0.099 0.092 0.091 0.091

***

[4]
C40H74B2BeBr3Cl2ILiN5O13PSSi | ωB97M-V with the def2-TZVPD basis set

Geometry (Å):
C 1.83761 4.00414 2.21959
C 0.93927 3.23192 1.16914
C 0.81052 1.66236 1.42214
Br 0.99652 1.16119 3.34787
C -0.54945 1.15734 0.80488
C -1.85635 1.68156 1.29589
O -1.88984 2.67489 2.36897
C -3.21297 1.23202 0.72494
C -4.58528 1.84649 1.23687
C -5.38836 0.92783 2.28053
C -6.78858 0.44387 1.72965
Cl -7.85122 1.86014 1.21906
C -3.19242 0.19154 -0.33650
B -4.55192 -0.37516 -1.02217
O -5.15398 -1.58958 -0.59175
O -5.22782 0.32480 -2.04913
C -4.35432 1.28396 -2.71402
C -1.87815 -0.31241 -0.80331
C -0.54588 0.13736 -0.30156
N 0.73962 -0.33650 -0.79613
Si 1.33358 -1.78062 0.08099
C 0.32309 -2.23816 1.62494
C 3.18657 -1.40609 0.52279
C 1.40498 -3.36421 -1.01071
C 0.78033 -0.49368 -2.23652
C 1.99039 -0.04687 -3.00483
O 3.11264 0.50336 -2.34128
C 3.12556 1.91933 -2.74995
C 3.41904 2.88585 -1.53365
N 4.55469 3.82027 -1.81623
C 4.35705 5.13775 -1.13488
C 5.67744 5.55731 -0.33382
C 5.78918 4.75386 1.04191
O 5.46985 6.94444 0.03558
C 2.05188 -0.15653 -4.49966
C 0.90972 -0.68803 -5.28097
I 1.00512 -0.77136 -7.43200
C -0.31567 -1.18000 -4.54514
B -1.63062 -1.82727 -5.23930
N -1.90276 -3.31004 -5.08007
O -2.59029 -1.11649 -5.98592
C -0.33497 -1.05593 -3.07188
S -1.81835 -1.59693 -2.12663
H 1.16850 4.28784 3.08631
H 2.28038 4.93755 1.76545
H 2.71254 3.39219 2.59249
H 1.41138 3.35142 0.15432
H -0.10361 3.64709 1.08546
H 1.67892 1.16136 0.89826
H -0.99560 2.81200 2.74726
H -4.35591 2.87702 1.60763
H -5.23949 1.98849 0.33150
H -4.73918 0.08392 2.63894
H -5.62074 1.59239 3.17364
H -7.32192 -0.05859 2.57885
H -6.70635 -0.30444 0.89735
H -6.06197 -1.59753 -0.95318
H -4.89540 1.60285 -3.65854
H -3.40718 0.77118 -3.06649
H -4.14824 2.20662 -2.10538
H 0.19618 -3.36414 1.70034
H 0.80748 -1.92808 2.60216
H -0.72907 -1.83041 1.62114
H 3.41041 -1.54614 1.61670
H 3.41638 -0.32768 0.24368
H 3.87462 -2.03479 -0.12868
H 1.86519 -4.20131 -0.39464
H 2.13199 -3.14307 -1.84452
H 0.36522 -3.60974 -1.35694
H 3.84578 2.05987 -3.60192
H 2.09905 2.18587 -3.15276
H 3.65067 2.29359 -0.59982
H 2.50559 3.53449 -1.39753
H 5.35841 3.38172 -1.34739
H 4.14432 5.88972 -1.94672
H 3.52478 5.13754 -0.37319
H 6.59565 5.44451 -0.98175
H 6.35384 3.78558 0.94772
H 4.73057 4.51662 1.35802
H 6.22563 5.41906 1.84578
H 4.88445 6.97953 0.81206
H 2.96939 0.19626 -5.04308
H -2.76192 -3.40060 -4.51407
H -2.19266 -3.66174 -6.00566
H -3.37904 -1.68710 -6.03092
O -2.40659 -3.15568 1.82141
H -2.92200 -3.50404 2.55798
H -3.07440 -2.85247 1.19170
Li 0.10684 1.58670 -8.13421
O 6.92978 -6.43879 -3.17939
P 5.54909 -6.95641 -3.53533
O 5.52761 -8.27767 -2.53911
C 5.57783 -8.08431 -1.13263
C 4.24668 -7.60169 -0.58998
O 5.95645 -7.71664 -4.94227
C 7.13552 -7.36239 -5.65573
C 8.29008 -8.26395 -5.26125
O 3.94060 -7.30856 -3.97368
C 2.93467 -6.32926 -3.71515
C 3.38012 -4.91339 -4.01476
H 6.38036 -7.39100 -0.86631
H 5.82153 -9.05236 -0.68846
H 4.05293 -6.57196 -0.90914
H 4.23891 -7.62100 0.50130
H 3.42737 -8.22194 -0.95964
H 7.37930 -6.30839 -5.50872
H 6.92175 -7.49064 -6.72027
H 8.43754 -8.28895 -4.17947
H 9.21640 -7.93503 -5.73824
H 8.08886 -9.29148 -5.57356
H 2.60002 -6.41595 -2.67802
H 2.07887 -6.57832 -4.34718
H 4.17620 -4.59616 -3.32890
H 2.54594 -4.21852 -3.90374
H 3.77310 -4.83492 -5.03186
Br -3.38929 3.69924 2.95293
Cl -3.96438 3.83066 -0.33819
C -7.01789 5.92893 3.39429
C -5.83816 5.68911 4.29470
O -5.13008 4.66366 4.19453
N -5.55164 6.60231 5.22192
C -6.23557 7.84712 5.50724
H -7.11505 5.09550 2.69859
H -7.93337 5.99567 3.98376
H -6.87120 6.84374 2.81866
H -4.74483 6.36571 5.78517
H -5.52281 8.66151 5.39052
H -6.57051 7.81907 6.54379
H -7.08835 8.01061 4.84891
C -3.14572 1.49066 6.33002
C -3.99445 0.90976 7.44496
C -4.43748 -0.52396 7.14351
C -5.25643 -0.57073 5.89027
N -5.87999 -0.60662 4.92653
H -3.71043 1.55772 5.39694
H -2.82137 2.50124 6.58549
H -2.25395 0.88169 6.15285
H -4.86808 1.54899 7.59802
H -3.42438 0.92033 8.37755
H -5.03433 -0.91439 7.97024
H -3.56680 -1.17174 7.01770
Be 4.06919 -3.65925 1.40411
Br -2.02502 1.85389 -6.53906
O -4.74928 8.39971 7.95127
H -4.16299 7.86501 7.40790

Atoms 1-2, force components in eV/Å:
-0.386 0.057 -0.075
0.476 -0.187 0.144

The value obtained for the calculated total energy is -12861.40310 Ha. As for the total charge: -1.

Atom charges from the Löwdin analysis, given in e for atoms 1 to 99: -0.140 -0.240 -0.577 0.726 -0.091 -0.086 -0.417 -0.088 -0.412 -0.249 -0.535 0.502 -0.027 -0.599 0.102 -0.004 -0.077 -0.317 -0.192 -0.087 0.491 -0.180 -0.295 -0.190 -0.154 -0.177 -0.108 -0.141 -0.177 -0.071 -0.183 -0.370 -0.050 -0.085 -0.047 -0.571 0.851 -0.124 -0.646 0.100 0.012 -0.319 1.013 0.074 0.064 0.059 0.083 0.115 0.072 0.067 -0.173 0.036 0.098 0.089 0.055 0.057 0.108 0.105 0.082 0.002 0.049 0.024 0.022 -0.043 0.028 -0.030 0.008 0.023 0.032 0.125 0.138 0.125 0.103 0.093 0.126 0.101 0.148 0.079 0.059 0.090 0.088 0.106 0.064 0.067 0.105 -0.060 0.049 0.040 0.447 -0.234 0.666 -0.222 -0.298 -0.087 -0.223 -0.303 -0.079 -0.191 -0.294

***

[5]
C4H5NO2 | ωB97M-V with the def2-TZVPD basis set

Geometry (Å):
O -1.08167 2.44978 0.08140
C -0.46617 1.43571 -0.03650
C -1.00751 0.03220 0.08702
C -0.28477 -0.81206 -0.92913
N 0.91204 -0.53415 -1.27116
C 1.63626 0.38174 -0.52094
O 0.91513 1.48556 -0.22343
H -0.85809 -0.33172 1.11304
H -2.08146 0.05698 -0.10614
H -0.81431 -1.61473 -1.44347
H 1.34508 -1.49640 1.82859
H 1.78546 -1.05291 1.42073

Atoms 1-2, force components in eV/Å:
0.281 -0.442 -0.081
-0.297 0.208 0.068

As for the energy relative to the best compared isomer or geometry (same formula, charge and spin): 99.2 kcal per mole.

Taken from the Löwdin analysis, the atomic charges in e are: 0.164 -0.437 -0.062 -0.124 0.056 -0.068 0.017 0.128 0.133 0.121 0.051 0.022

***

[6]
C6H8DyLiO6 | ωB97M-V with the def2-TZVPD basis set

Geometry (Å):
O 0.31656 -1.59592 -1.00669
O 1.52636 -1.59617 0.90035
C 2.57413 -0.78343 1.40810
C 2.97584 0.02650 0.18752
O 1.72869 0.16642 -0.50544
C 0.81705 -0.89961 -0.06807
H 2.19913 -0.13624 2.21617
H 3.37065 -1.43121 1.78710
H 3.67995 -0.51573 -0.45628
H 3.37234 1.01866 0.42902
O -0.60049 1.17536 0.38311
O -3.17537 -1.57761 -0.83142
C -3.37982 -0.36322 -0.23348
C -2.76688 -0.28194 1.16893
O -1.39733 -0.76724 1.12786
C -0.44919 -0.02864 0.62521
H -2.96160 0.47990 -0.83120
H -4.45465 -0.10708 -0.08487
H -3.26403 -0.96890 1.86315
H -2.78154 0.73977 1.56998
Li -1.48812 -2.20332 -0.90555
Dy 0.91079 2.43681 -1.00431

Atoms 1-2, force components in eV/Å:
0.074 0.729 0.490
0.541 0.125 0.029

As for the energy relative to the best compared isomer or geometry (same formula, charge and spin): 84.0 kcal per mole. The multiplicity is 7. As for the total charge: +1.

Taken from the Löwdin analysis, the atomic charges in e are: -0.053 0.032 -0.113 -0.140 -0.277 -0.667 0.140 0.148 0.146 0.115 -0.146 -0.361 -0.424 -0.111 0.045 -0.326 0.097 0.122 0.140 0.126 0.719 1.787

***

> Which formula does entry 4 have?

C40H74B2BeBr3Cl2ILiN5O13PSSi